Record 1
Molecular formula: C27H56NO9
Method: DFT, ωB97M-V/def2-TZVPD

Computed properties:
energy: -1794.18916 Ha
total charge: -1

XYZ file:
```
93
C27H56NO9 ωB97M-V/def2-TZVPD
C 2.445 -2.039 3.722
C 1.773 -3.397 4.137
C 1.511 -4.341 2.908
C 2.831 -4.922 2.307
C 2.604 -5.741 0.983
C 3.438 -5.175 -0.222
C 2.756 -3.881 -0.794
C 3.244 -2.546 -0.102
N 3.482 -1.441 -1.034
C 4.714 -0.702 -0.760
C 5.597 -0.490 -2.041
O 6.976 -0.182 -1.682
C 7.094 0.878 -0.812
O 6.809 1.995 -1.083
C 7.642 0.561 0.621
C 6.522 0.587 1.721
C 2.322 -0.562 -1.171
C 1.050 -1.262 -1.730
C -0.138 -0.232 -1.741
O -1.350 -0.931 -1.391
C -1.703 -0.667 -0.031
C -0.824 -1.441 1.002
C 2.590 0.675 -2.107
O 2.777 1.805 -1.621
O 2.645 0.483 -3.352
H 1.663 -1.392 3.269
H 2.898 -1.520 4.593
H 3.259 -2.204 2.982
H 0.777 -3.139 4.570
H 2.362 -3.927 4.915
H 0.830 -5.137 3.283
H 1.017 -3.723 2.124
H 3.565 -4.117 2.112
H 3.234 -5.643 3.057
H 1.534 -5.862 0.711
H 2.987 -6.779 1.150
H 3.350 -5.949 -1.024
H 4.517 -5.060 0.008
H 2.857 -3.859 -1.895
H 1.673 -3.968 -0.542
H 2.464 -2.190 0.628
H 4.127 -2.818 0.513
H 4.472 0.276 -0.270
H 5.385 -1.221 -0.033
H 5.514 -1.345 -2.732
H 5.194 0.407 -2.562
H 8.048 -0.469 0.567
H 8.396 1.316 0.914
H 5.763 1.378 1.540
H 7.034 0.792 2.689
H 6.048 -0.409 1.855
H 2.038 -0.148 -0.164
H 1.199 -1.663 -2.757
H 0.732 -2.137 -1.119
H 0.127 0.577 -1.025
H -0.174 0.208 -2.758
H -2.756 -1.006 0.104
H -1.640 0.415 0.226
H 0.214 -1.038 1.002
H -0.814 -2.511 0.689
H -1.221 -1.411 2.037
C -6.516 1.690 -1.328
O -5.188 1.996 -1.712
C -4.460 0.841 -2.127
C -4.363 0.765 -3.638
O -5.639 0.532 -4.231
C -6.205 1.707 -4.782
H -7.063 2.628 -1.226
H -7.020 1.069 -2.072
H -6.517 1.177 -0.359
H -4.906 -0.070 -1.718
H -3.450 0.932 -1.716
H -3.727 -0.083 -3.905
H -3.904 1.671 -4.044
H -5.677 1.983 -5.701
H -6.174 2.542 -4.076
H -7.247 1.498 -5.027
C -7.309 5.384 1.317
O -6.389 6.439 1.099
C -5.527 6.653 2.211
C -4.153 6.054 1.973
O -4.208 4.637 1.921
C -4.153 4.135 0.591
H -7.783 5.146 0.365
H -6.813 4.486 1.695
H -8.083 5.701 2.025
H -5.970 6.254 3.130
H -5.424 7.736 2.330
H -3.504 6.319 2.815
H -3.704 6.462 1.062
H -3.140 4.246 0.191
H -4.864 4.643 -0.064
H -4.403 3.076 0.617
```

Record 2
Molecular formula: C27H57N3O3
Method: DFT, ωB97M-V/def2-TZVPD

Computed properties:
spin multiplicity: 2
energy: -1452.40224 Ha
total charge: +1
ΔE to the lowest compared entry with this formula, charge and spin: 0.0 kcal per mole

XYZ file:
```
90
C27H57N3O3 ωB97M-V/def2-TZVPD
C 1.760 -2.595 1.711
C 1.735 -1.140 2.276
C 1.747 -1.150 3.818
C 2.993 -1.468 4.581
C 4.044 -0.451 4.016
C 4.225 -0.430 2.519
N 2.899 -0.294 1.777
O 2.950 -0.136 0.369
C 4.936 0.885 2.121
C 5.015 -1.651 2.043
C 0.449 -0.299 1.978
H 2.307 -3.234 2.403
H 2.377 -2.658 0.814
H 0.799 -3.103 1.636
H 1.212 -0.295 4.229
H 1.050 -1.947 4.075
H 3.341 -2.484 4.392
H 2.837 -1.265 5.640
H 5.037 -0.612 4.438
H 3.796 0.500 4.488
H 5.798 0.998 2.777
H 5.236 0.748 1.082
H 4.302 1.763 2.240
H 5.621 -1.335 1.194
H 5.793 -1.989 2.728
H 4.505 -2.610 1.949
H 0.293 -0.204 0.903
H 0.604 0.730 2.301
H -0.324 -0.837 2.526
H 2.468 0.685 0.244
C -1.653 3.451 2.528
C -1.719 3.738 0.991
C -0.914 5.018 0.819
C -0.596 5.349 -0.673
C 0.189 4.179 -1.232
C -0.458 2.739 -1.161
N -1.034 2.649 0.316
O -1.717 1.447 0.452
C -1.542 2.866 -2.182
C 0.565 1.545 -1.559
C -3.194 4.063 0.595
H -2.225 4.235 3.024
H -0.620 3.398 2.873
H -2.365 2.653 2.737
H -1.260 5.928 1.310
H 0.010 4.776 1.343
H 0.047 6.229 -0.646
H -1.579 5.580 -1.084
H 1.218 4.290 -0.888
H 0.208 4.511 -2.270
H -2.307 2.092 -2.124
H -2.135 3.767 -2.020
H -1.216 2.749 -3.216
H 0.097 0.584 -1.348
H 0.661 1.462 -2.642
H 1.589 1.603 -1.188
H -3.463 4.834 1.317
H -3.923 3.278 0.799
H -3.268 4.341 -0.456
H -2.510 1.750 0.003
C -0.807 -3.986 -3.759
C -0.628 -2.778 -2.810
C -1.035 -1.423 -3.589
C -2.543 -1.217 -3.638
C -3.182 -1.320 -2.245
C -2.884 -2.703 -1.631
N -1.407 -2.959 -1.579
O -0.924 -4.014 -0.879
C -3.340 -2.565 -0.209
C -3.772 -3.757 -2.310
C 0.988 -2.552 -2.540
H -1.816 -4.004 -4.171
H -0.677 -4.894 -3.170
H -0.029 -3.896 -4.517
H -0.591 -0.436 -3.463
H -0.892 -1.615 -4.652
H -3.127 -1.904 -4.250
H -2.671 -0.195 -3.994
H -4.257 -1.140 -2.241
H -2.603 -0.665 -1.595
H -4.363 -2.191 -0.162
H -3.246 -3.540 0.270
H -2.668 -1.954 0.393
H -3.546 -4.776 -1.996
H -4.813 -3.481 -2.143
H -3.580 -4.035 -3.346
H 1.161 -2.108 -1.560
H 1.571 -2.069 -3.325
H 1.531 -3.493 -2.450
H -0.541 -3.557 -0.127
```

Record 3
Molecular formula: C27H58ClNO3P
Method: DFT, ωB97M-V/def2-TZVPD

Computed properties:
energy: -2144.94172 Ha
total charge: +1
ΔE to the lowest compared entry with this formula, charge and spin: 269.0 kcal per mole

XYZ file:
```
91
C27H58ClNO3P ωB97M-V/def2-TZVPD
C 2.388 0.199 6.925
C 2.640 1.460 5.856
C 1.830 2.818 6.291
C 0.303 2.938 5.710
C -0.454 1.513 5.427
C -1.931 1.636 4.723
C -1.956 2.446 3.298
C -2.080 1.501 1.963
C -3.512 0.717 1.798
C -4.121 1.100 0.288
C -3.575 0.104 -0.896
C -1.999 0.329 -1.308
C -1.643 1.832 -1.863
C -0.328 1.686 -2.883
C -0.650 2.203 -4.412
C -0.996 0.883 -5.325
C 0.308 -0.136 -5.491
C -0.159 -1.707 -5.557
P 1.055 -2.898 -4.621
Cl 2.974 -2.993 -5.587
C 1.198 -2.189 -2.830
N 2.396 -1.281 -2.644
O 0.383 -4.509 -4.514
C 1.348 -5.458 -3.932
C 0.718 -6.979 -3.768
O 0.320 -7.315 -2.384
C -0.388 -8.599 -2.503
C -0.875 -9.161 -1.010
H 3.115 -0.667 6.591
H 2.703 0.508 8.017
H 1.273 -0.191 6.890
H 2.411 1.131 4.732
H 3.797 1.684 5.892
H 2.452 3.732 5.841
H 1.879 2.968 7.474
H 0.334 3.676 4.800
H -0.333 3.494 6.554
H 0.160 0.732 4.810
H -0.638 1.013 6.495
H -2.388 0.574 4.544
H -2.620 2.243 5.479
H -0.977 3.099 3.157
H -2.854 3.232 3.267
H -1.995 2.237 1.027
H -1.215 0.719 1.829
H -3.451 -0.452 1.930
H -4.263 1.197 2.561
H -5.307 0.984 0.351
H -3.927 2.216 -0.010
H -4.239 0.276 -1.872
H -3.717 -1.019 -0.592
H -1.786 -0.430 -2.205
H -1.321 -0.039 -0.420
H -2.557 2.366 -2.408
H -1.290 2.589 -1.014
H 0.052 0.581 -2.808
H 0.540 2.384 -2.464
H 0.332 2.767 -4.779
H -1.558 2.972 -4.324
H -1.932 0.365 -4.842
H -1.247 1.262 -6.415
H 1.127 0.056 -4.647
H 0.828 0.154 -6.506
H -0.194 -2.055 -6.680
H -1.233 -1.792 -5.099
H 1.324 -3.116 -2.126
H 0.186 -1.657 -2.579
H 2.008 -0.435 -2.137
H 2.801 -0.986 -3.567
H 2.334 -5.571 -4.574
H 1.708 -5.139 -2.842
H -0.246 -7.050 -4.447
H 1.528 -7.762 -4.120
H 0.308 -9.416 -3.011
H -1.383 -8.451 -3.141
H -1.290 -10.268 -1.057
H 0.047 -9.069 -0.282
H -1.694 -8.425 -0.615
C 2.694 5.776 1.515
C 3.073 4.473 0.860
C 2.164 3.489 1.563
O 0.971 4.203 1.917
C 1.206 5.605 1.725
H 2.942 6.657 0.918
H 3.200 5.865 2.484
H 2.827 4.511 -0.208
H 4.132 4.222 0.959
H 2.619 3.119 2.488
H 1.907 2.632 0.934
H 0.642 5.919 0.839
H 0.836 6.163 2.589
```